This record from the Open Molecules 2025 dataset describes 4 unconnected molecules or ions with the total composition C23H52BrN6O3. The level of theory is ωB97M-V with the def2-TZVPD basis set.

The geometry in XYZ format:
```
85
Properties=species:S:1:pos:R:3:forces:R:3
C -2.85556 0.70620 2.57784 -0.04 0.11 0.01
C -2.50113 -0.56980 1.82336 0.16 -0.12 0.05
C -2.38144 -0.39625 0.31267 -0.11 0.11 -0.21
C -1.08423 0.28064 -0.16053 0.25 0.15 -0.07
C -1.31520 1.61445 -0.87028 -0.10 0.02 0.07
C -0.06305 2.26979 -1.45663 0.09 0.11 -0.12
C 1.10311 2.56970 -0.49692 -0.01 -0.02 0.13
C 1.21916 4.02775 -0.01823 0.07 -0.09 -0.26
C 1.43451 4.97837 -1.22598 -0.05 0.07 0.17
C 2.43040 4.53834 -2.29389 -0.13 -0.33 -0.20
C 3.85448 4.24385 -1.88050 0.18 0.16 0.11
Br 2.41125 5.93733 -3.67075 0.02 0.05 -0.02
N 2.32779 4.11166 0.93345 -0.14 0.02 0.03
C 2.55779 5.42359 1.50332 0.02 -0.02 0.13
C 1.31171 6.10866 2.07298 -0.26 0.05 -0.13
N 0.12020 5.92717 1.16128 -0.01 0.03 0.01
C -0.08833 4.44586 0.68716 0.04 -0.07 0.00
N -0.44762 3.61786 1.76403 -0.10 0.17 0.28
H -3.69858 1.21935 2.10500 0.01 -0.03 0.02
H -3.14055 0.49897 3.61120 0.06 -0.02 -0.03
H -2.01091 1.40168 2.60791 0.00 0.01 -0.07
H -3.22960 -1.35429 2.02996 -0.07 0.10 0.00
H -1.54503 -0.95513 2.19773 -0.08 -0.06 0.04
H -3.22762 0.20264 -0.04942 -0.03 -0.11 0.07
H -2.48266 -1.37567 -0.15690 0.04 0.00 0.06
H -0.41502 0.42963 0.69521 -0.06 -0.01 -0.01
H -0.53979 -0.36734 -0.85679 -0.03 -0.05 0.09
H -2.00496 1.44124 -1.70239 -0.02 0.03 0.05
H -1.83779 2.29797 -0.18878 0.03 -0.04 0.01
H -0.36298 3.19431 -1.96336 -0.02 -0.07 -0.04
H 0.31527 1.63271 -2.26109 0.03 -0.04 0.09
H 1.03923 1.92526 0.38365 -0.02 0.04 -0.01
H 2.04859 2.32613 -0.98264 -0.03 0.00 -0.01
H 1.71157 5.98934 -0.90678 0.07 -0.07 0.03
H 0.46853 5.07935 -1.72851 0.02 0.10 0.00
H 2.03028 3.67635 -2.82549 0.03 -0.03 0.10
H 3.86753 3.59844 -1.00448 -0.02 -0.02 0.02
H 4.41688 5.15224 -1.64996 -0.11 0.01 0.03
H 4.35661 3.70875 -2.68198 0.02 0.10 -0.03
H 2.26183 3.37657 1.62874 0.11 0.04 -0.06
H 3.02317 6.06352 0.75222 -0.03 0.02 0.02
H 3.27478 5.34331 2.32162 0.02 -0.03 -0.07
H 1.00552 5.70514 3.03757 0.12 -0.07 -0.02
H 1.45792 7.18334 2.18169 0.03 -0.04 0.09
H 0.20457 6.53949 0.34835 0.02 -0.07 -0.03
H -0.72605 6.19970 1.66122 0.04 0.08 -0.04
H -0.91508 4.50349 -0.02122 0.01 -0.01 0.02
H -1.40591 3.66021 2.08122 0.03 -0.03 -0.11
H 0.19507 3.55575 2.53995 0.05 -0.10 -0.12
C -1.75316 -4.20070 2.14978 -0.12 -0.15 0.08
O -2.61548 -3.75284 1.41139 0.12 0.09 -0.08
N -2.00841 -4.86384 3.28857 -0.04 0.04 -0.04
C -0.95494 -5.39539 4.12310 0.08 -0.02 -0.02
C -3.39877 -5.08410 3.66948 0.00 -0.01 0.05
H -0.67585 -4.10579 1.93063 0.00 0.03 0.02
H -1.03186 -6.48067 4.21044 -0.02 0.00 -0.02
H -0.99153 -4.96658 5.12659 -0.02 0.02 -0.01
H 0.01077 -5.15397 3.68010 0.00 -0.01 0.02
H -3.92215 -5.66707 2.91281 0.03 -0.02 0.00
H -3.91334 -4.13185 3.80139 0.02 0.01 0.00
H -3.41075 -5.63226 4.60906 -0.03 0.01 -0.01
C -4.02506 -8.18611 0.63720 0.00 0.02 -0.02
O -4.29616 -7.63100 1.68694 0.01 -0.02 0.00
N -3.85666 -7.54887 -0.53665 0.01 0.05 0.09
C -3.50012 -8.25123 -1.74727 -0.03 -0.07 -0.03
C -4.02689 -6.10382 -0.56530 -0.03 -0.04 0.00
H -3.89778 -9.27865 0.56291 0.03 0.00 0.00
H -2.54239 -7.90225 -2.13949 0.01 0.01 0.02
H -4.25735 -8.11976 -2.52311 -0.02 0.01 0.02
H -3.41395 -9.31536 -1.53178 0.00 0.00 -0.02
H -3.41750 -5.62224 0.19636 0.03 0.01 -0.05
H -5.06471 -5.83151 -0.36635 -0.02 -0.02 -0.04
H -3.74279 -5.74056 -1.55054 0.01 0.03 0.02
C 3.56270 0.29113 -3.26556 0.08 -0.01 -0.07
O 3.38235 1.45225 -2.92900 -0.14 -0.02 0.06
N 4.73809 -0.19011 -3.69599 -0.04 0.05 0.02
C 4.90731 -1.57195 -4.09527 -0.05 -0.05 -0.01
C 5.86931 0.71920 -3.77703 0.05 -0.01 -0.02
H 2.75987 -0.46239 -3.24490 0.00 -0.01 0.01
H 5.65853 -2.06965 -3.48010 0.00 0.02 0.01
H 5.21045 -1.64447 -5.14083 0.00 0.03 0.00
H 3.96090 -2.09670 -3.97523 0.01 -0.01 -0.01
H 6.10251 1.13692 -2.79734 -0.01 -0.01 0.01
H 5.65487 1.54584 -4.45471 -0.02 -0.01 -0.01
H 6.73132 0.16873 -4.14611 0.01 0.02 0.01
```
Forces are in eV/Å.

Computed properties:
E_HOMO (eV): -10.405
Max |F| (eV Å⁻¹): 0.40
LUMO energy (eV): -2.770
Charge: +1



This record from the Open Molecules 2025 dataset describes C6H13NO in the gas phase at a distorted geometry. The level of theory is ωB97M-V with the def2-TZVPD basis set.

The geometry in XYZ format:
```
21
Properties=species:S:1:pos:R:3:forces:R:3
C -1.99124 -0.41612 1.32821 -0.08 0.47 0.18
C -0.77576 -0.99151 0.65092 0.46 -0.70 0.63
N 0.08810 -0.17771 -0.02043 -0.64 0.79 -0.25
C 0.11628 1.26324 0.16540 1.37 -0.23 0.29
C 1.09297 1.72490 1.29230 -0.17 0.30 -0.33
C 0.99850 -0.78646 -0.95859 0.19 -0.73 -0.14
C 0.40129 -1.10136 -2.33756 -0.87 0.35 -0.06
O -0.55713 -2.19235 0.75400 -0.25 0.05 -0.43
H -2.30062 0.54426 0.92121 -0.15 -0.08 0.13
H -1.84312 -0.32565 2.40464 0.33 0.21 -0.01
H -2.80013 -1.12701 1.25501 -0.15 -0.25 -0.35
H 0.55272 1.74646 -0.70581 -0.53 -0.30 -0.52
H -0.88214 1.64072 0.30331 -0.17 0.22 0.14
H 1.59013 0.95981 1.88876 -0.44 -0.31 -0.15
H 1.89807 2.30062 0.83616 0.04 0.09 0.08
H 0.55706 2.39375 1.94618 -0.02 0.23 0.48
H 1.88001 -0.16743 -1.11878 -0.06 0.21 0.32
H 1.33950 -1.71239 -0.50599 0.09 -0.08 0.02
H 0.65365 -2.10470 -2.63652 0.73 -0.15 -0.48
H -0.69277 -1.15016 -2.41401 0.04 0.29 0.72
H 0.67464 -0.32092 -3.04839 0.27 -0.38 -0.27
```
Forces are in eV/Å.

Computed properties:
E_HOMO (eV): -8.977
Max |F| (eV Å⁻¹): 1.42
LUMO energy (eV): 0.909
SMILES: CCN(CC)C(C)=O
Relative energy (zero: lowest compared OMol25 entry of this formula, charge and spin) (kcal per mole): 20.9



This record from the Open Molecules 2025 dataset describes a molecular structure, C39H50GeN8SSeY at a distorted geometry. The level of theory is ωB97M-V with the def2-TZVPD basis set.

The geometry in XYZ format:
```
101
Properties=species:S:1:pos:R:3:forces:R:3
Y 0.58683 -0.24968 0.08132 -1.15 1.22 0.64
C 5.20780 0.02089 2.05861 -0.79 -0.88 0.04
C 5.22223 -1.17710 2.78892 0.63 -0.21 0.53
C 4.10839 -2.00019 2.76532 0.35 -0.65 0.57
C 2.99980 -1.67501 2.01027 1.42 2.66 -1.06
N 2.99676 -0.56158 1.23755 1.03 0.75 -0.75
C 4.11185 0.25519 1.21702 -0.62 -1.31 1.27
C 1.82491 -2.47348 2.02039 -2.16 -1.80 0.11
C 1.86690 -3.67911 2.67534 -0.48 -1.78 0.03
C 0.77355 -4.54785 2.68409 -1.21 0.85 -0.86
C -0.44729 -4.07612 2.10858 0.77 -2.03 1.65
C -0.49068 -2.80745 1.58189 1.16 0.92 -2.17
N 0.69388 -2.11983 1.37847 -0.90 0.16 1.76
C -1.69233 -2.31109 0.82537 -2.08 -1.08 1.84
C -2.89267 -2.97483 1.10616 1.25 -0.81 -0.52
C -4.02491 -2.69380 0.26522 -1.15 1.00 -0.53
C -3.99950 -1.68496 -0.67532 0.80 -1.19 2.42
C -2.74852 -0.85429 -0.90929 0.35 -1.23 0.84
N -1.62856 -1.22702 0.07435 1.33 1.51 -1.96
H 6.00344 0.72623 2.21287 0.22 0.19 -0.48
H 6.12259 -1.49688 3.39020 -1.18 0.63 -0.66
H 4.02771 -2.92229 3.35281 0.64 0.73 -0.17
H 4.14644 1.09364 0.53133 -0.46 0.06 0.30
H 2.78462 -4.11096 3.02146 0.17 0.16 0.31
H 0.90799 -5.57062 3.07625 -0.37 0.72 -0.24
H -1.34505 -4.72952 2.06956 1.01 0.62 0.12
H -2.88376 -3.78758 1.84600 -0.42 0.54 -0.65
H -4.99120 -3.25998 0.42480 1.23 0.80 -0.13
H -4.93163 -1.34799 -1.05463 -0.60 0.10 -0.81
H -2.38648 -1.10884 -1.91694 0.21 0.03 -0.22
C 3.73633 -3.68915 -4.27225 1.50 -0.21 -0.99
N 2.90458 -3.61110 -3.12224 -0.26 -0.31 0.29
C 1.89891 -2.75978 -2.93241 -0.47 -0.76 1.10
N 1.40302 -1.96668 -3.93562 0.50 -0.63 1.69
S 1.18996 -2.81601 -1.37483 -0.01 0.50 -0.51
H 4.64106 -4.28786 -4.03304 -0.57 0.45 0.02
H 4.09388 -2.67772 -4.52625 -0.20 -0.39 -0.24
H 3.29910 -4.20786 -5.14037 -0.19 0.40 0.19
H 3.05429 -4.31448 -2.39469 -0.22 0.81 -0.20
H 1.52418 -2.36454 -4.83278 0.05 -0.10 -1.21
H 0.45101 -1.72693 -3.68462 0.08 0.26 -0.40
Se 3.68899 0.36435 -1.99729 -2.30 1.87 -1.92
N 1.77685 0.64436 -1.88292 0.79 -1.01 -1.18
C 1.31915 0.88449 -3.10873 3.05 0.78 -0.46
C 0.00105 0.87867 -3.64573 -0.62 -0.20 0.98
C -0.20734 0.98705 -4.99021 0.06 -0.22 0.99
C 0.83691 1.18459 -5.95128 1.52 0.52 0.39
C 2.12969 1.37635 -5.51383 -0.84 -0.41 0.08
C 2.41886 1.19127 -4.09951 0.58 -0.55 0.16
N 3.68777 1.08951 -3.72842 -1.49 -1.16 1.50
H -0.79382 0.67722 -2.90625 0.03 0.19 -0.77
H -1.22053 0.86290 -5.31623 -0.36 0.07 -0.33
H 0.59494 1.19997 -7.01023 0.05 0.04 0.20
H 3.01582 1.50264 -6.14182 -0.57 0.07 -0.04
C 2.25999 0.88231 5.67219 -1.34 1.07 -0.32
C 1.05467 0.77790 4.70136 1.39 0.02 1.02
C -0.10303 0.06104 5.04566 0.34 0.41 0.27
C -1.14101 0.04342 4.16112 -1.84 -0.05 -1.35
C -2.55545 -0.47207 4.50037 1.08 0.75 1.13
C -1.01564 0.64278 2.88573 -0.08 -0.16 0.39
C 0.14792 1.32594 2.48987 0.36 -1.19 2.90
C 1.20001 1.43316 3.50102 -1.86 -0.45 -1.01
N 0.24509 1.70787 1.20599 0.68 0.83 -2.67
C 0.52292 3.13728 0.90349 -0.20 -0.68 -0.21
C -0.18237 4.06837 1.91119 0.78 -0.14 -0.18
C 2.02722 3.43087 0.84391 -0.49 -1.09 -0.19
C -0.06257 3.36858 -0.50774 -0.03 1.78 -0.41
H 2.24628 0.15726 6.46185 -0.13 -0.48 0.35
H 2.26122 1.88676 6.14334 0.03 -0.49 -0.19
H 3.17132 0.78596 5.11564 0.57 -0.09 -0.25
H -0.24395 -0.32325 6.05260 0.22 -0.13 -0.13
H -3.29514 0.20656 4.08951 -0.09 -0.02 -0.26
H -2.65971 -0.38892 5.59455 -0.15 -0.36 -0.30
H -2.77263 -1.48269 4.18273 0.10 -0.24 -0.15
H -1.91816 0.65197 2.24024 0.91 -0.04 0.22
H 2.05784 2.06161 3.34625 0.33 -0.07 -0.21
H 0.35533 4.17327 2.87654 -0.16 -0.13 -0.61
H -1.14402 3.62341 2.12760 -0.47 0.29 0.00
H -0.25270 5.05229 1.43588 -0.28 -0.04 0.31
H 2.48537 3.28087 1.81118 0.22 -0.28 0.17
H 2.20623 4.45534 0.59435 0.23 0.64 -0.55
H 2.42288 2.71115 0.09206 0.26 0.69 0.39
H -1.17994 3.47300 -0.49246 0.99 0.00 0.04
H 0.18286 2.60428 -1.25069 0.10 -0.28 0.36
H 0.42293 4.31083 -0.94365 -0.98 -0.97 0.54
C -3.78909 3.32320 -2.53805 1.07 0.12 -0.14
Ge -4.32956 1.48980 -2.05404 -1.57 0.42 1.10
C -5.98558 1.81578 -0.88784 0.11 -0.80 -0.70
C -4.87972 0.40824 -3.57701 0.04 0.29 -1.08
C -2.99719 0.63444 -0.88901 0.55 1.27 1.28
H -4.48384 3.78793 -3.24188 0.16 -0.29 -0.22
H -2.73559 3.37258 -2.91875 -0.91 -0.04 -0.01
H -3.80025 3.99954 -1.68077 -0.04 -0.29 0.27
H -6.78576 1.01466 -1.06155 1.13 1.16 0.42
H -6.37429 2.80111 -1.19798 -0.04 -0.44 0.21
H -5.67776 1.86879 0.17704 -0.35 -0.13 -0.61
H -4.27775 0.68025 -4.47518 -0.57 0.04 0.43
H -5.96829 0.61206 -3.77805 1.12 -0.43 0.08
H -4.66306 -0.65509 -3.43650 -0.44 0.10 0.20
H -2.03120 1.17105 -1.09598 -0.56 -0.31 0.36
H -3.33255 0.95934 0.15744 0.65 -0.43 -1.25
```
Forces are in eV/Å.

Computed properties:
E_HOMO (alpha / beta) (eV): -8.194 / -8.199
Max |F| (eV Å⁻¹): 3.53
LUMO energy (alpha / beta) (eV): -4.421 / -4.421
Relative energy (zero: lowest compared OMol25 entry of this formula, charge and spin) (kcal per mole): 19.7
Charge: +1



This record from the Open Molecules 2025 dataset describes C2H3O2P in the gas phase at a distorted geometry. The level of theory is ωB97M-V with the def2-TZVPD basis set.

The geometry in XYZ format:
```
8
Properties=species:S:1:pos:R:3:forces:R:3
C 1.57986 -0.02077 0.76406 -0.98 -1.22 -0.39
C -1.67224 -0.15422 -0.00335 1.74 -2.03 0.14
O 2.42017 0.74018 1.10632 0.40 0.76 0.20
O -2.57681 0.26648 0.64133 -0.14 0.72 -0.11
P 0.07629 0.72506 -0.18038 -1.26 1.03 1.23
H 1.71837 -1.11129 0.91217 -0.23 0.05 -0.09
H -1.72232 -1.17995 -0.46061 -0.24 0.54 -0.17
H -0.36876 1.42046 1.01599 0.71 0.14 -0.82
```
Forces are in eV/Å.

Computed properties:
E_HOMO (eV): -9.535
Max |F| (eV Å⁻¹): 2.67
LUMO energy (eV): -0.040
SMILES: O=CPC=O
Relative energy (zero: lowest compared OMol25 entry of this formula, charge and spin) (kcal per mole): 45.2



This record from the Open Molecules 2025 dataset describes CH3N2PS in the gas phase at a distorted geometry. The level of theory is ωB97M-V with the def2-TZVPD basis set.

The geometry in XYZ format:
```
8
Properties=species:S:1:pos:R:3:forces:R:3
C 1.63731 0.52044 0.01185 -1.00 -0.72 -0.98
N 2.66929 0.79114 0.42186 0.75 0.27 0.43
N -0.82374 1.13740 0.14932 -1.99 -0.77 0.49
P 0.08237 0.05969 -0.84598 0.35 0.34 1.48
S -0.19847 -1.83928 0.11653 -0.29 -0.64 -1.43
H -0.90217 0.95329 1.15780 1.53 0.10 -0.06
H -1.81701 0.88873 0.02917 0.13 0.57 -1.16
H -0.64758 -2.51141 -1.04055 0.51 0.83 1.24
```
Forces are in eV/Å.

Computed properties:
E_HOMO (eV): -10.145
Max |F| (eV Å⁻¹): 2.19
LUMO energy (eV): 0.302
SMILES: N#CP(N)S
Relative energy (zero: lowest compared OMol25 entry of this formula, charge and spin) (kcal per mole): 9.1



This record from the Open Molecules 2025 dataset describes 3 unconnected molecules or ions with the total composition C11H13BrN5O2 at a distorted geometry. The level of theory is ωB97M-V with the def2-TZVPD basis set.

The geometry in XYZ format:
```
32
Properties=species:S:1:pos:R:3:forces:R:3
C -3.12354 4.88795 -0.48392 0.30 -1.26 -0.68
C -2.53298 3.97066 -1.05804 0.78 -0.69 1.20
C -1.66114 2.72741 -1.37077 0.81 -1.02 -0.25
C -2.21629 1.44984 -1.98925 3.39 -0.35 0.64
C -1.23766 0.29034 -2.21640 0.49 3.51 1.51
C 0.21708 0.47506 -1.80789 -2.22 -0.59 -0.66
Br 1.41586 -1.05929 -2.12110 -1.13 2.10 0.36
N 0.71399 1.66274 -1.22063 -1.34 0.15 -0.89
C 2.09075 1.81880 -0.79954 -0.15 0.12 1.44
C 3.09186 2.00799 -0.11434 -1.60 -0.06 -0.27
C -0.21232 2.75700 -1.02226 -1.56 0.00 -0.61
H -3.75693 5.66036 0.04065 1.19 -1.26 -1.06
H -3.31332 1.34578 -2.27587 1.72 0.21 0.48
H -1.62020 -0.67484 -2.67806 0.91 1.41 0.77
H 3.89679 2.20751 0.65496 -1.15 -0.40 -1.73
H 0.21090 3.70902 -0.56601 -0.40 -1.61 -0.68
C -0.95713 0.71250 2.44575 -0.53 -0.10 0.32
O -2.07058 0.97235 2.01979 0.16 0.06 -0.26
N -0.75144 0.09452 3.63434 -0.13 -0.19 0.31
N 0.17679 1.02379 1.75746 0.54 0.15 -0.56
H 0.15665 -0.12687 4.00012 -0.06 0.02 -0.01
H -1.56730 -0.15077 4.17098 0.12 0.03 -0.06
H 0.05966 1.48187 0.87095 -0.05 -0.14 0.55
H 1.10452 0.82146 2.08314 -0.07 0.01 0.03
C 1.35681 -5.13170 0.09660 -0.04 -0.49 0.26
O 1.05440 -5.99941 0.89276 0.01 0.17 -0.07
N 2.16718 -5.36493 -0.97057 0.34 -0.25 -0.38
N 0.90939 -3.84867 0.20501 -0.33 0.64 0.23
H 2.42852 -4.66376 -1.63826 -0.01 -0.08 0.05
H 2.51760 -6.30171 -1.08377 -0.05 0.14 0.01
H 0.30684 -3.63872 0.98333 0.08 -0.06 -0.12
H 1.14526 -3.11627 -0.43915 -0.04 -0.18 0.13
```
Forces are in eV/Å.

Computed properties:
E_HOMO (eV): -11.957
Max |F| (eV Å⁻¹): 3.85
LUMO energy (eV): -5.652
Charge: +1



Q: Which value of max |F| does entry 2 give?
A: 1.42 eV Å⁻¹



Q: Which formula does entry 4 have?
A: C2H3O2P